Entry 1:
C9H25BN5O6 | wB97M-V/def2-TZVPD

Values from the calculation:
E_tot: -1107.59101 hartree
F_max: 3.91 eV/A
net charge: +1

```
46
Properties=species:S:1:pos:R:3:forces:R:3:lowdin_charge:R:1
B 1.1310 0.0804 0.0136 -2.4346 -2.8164 -1.2065 -0.5547
N 0.4407 -0.7593 0.9874 3.1587 -0.0388 -1.3040 -0.0662
O -0.2546 2.1849 2.2014 0.5379 0.1379 -0.4102 -0.0678
C 1.1831 2.5229 0.1510 -0.2342 2.1147 0.3112 -0.0575
H 2.3298 1.3046 1.3261 -0.2891 -0.3389 -0.4826 0.1532
C -2.8756 0.7154 -3.7988 -0.1188 0.0586 -0.3050 0.0617
H 2.2426 -1.5284 2.0194 -1.0468 0.2581 0.0557 0.0968
H 0.0751 4.0440 1.3633 1.0689 -0.9005 -0.1335 0.1444
H -0.8381 -1.9070 -0.3230 1.0431 -0.1995 0.5715 0.0930
C 1.2500 -1.0343 2.2103 -0.6459 1.0736 1.1384 -0.0721
H -0.4341 -2.6745 1.2693 0.3851 0.7941 -1.0144 0.1052
H -4.6513 -3.0559 -0.7013 -0.1369 0.0187 0.0505 0.0904
O -6.4602 -4.2080 0.3656 -0.0589 0.1460 0.0331 0.0725
C 4.4134 0.3310 0.0390 0.9629 -1.5424 -0.0921 -0.3350
C -5.3582 -2.3078 -0.3535 0.2559 -0.0510 -0.1446 0.0162
H -1.1432 2.2708 1.8134 0.5058 -0.0419 0.1869 0.1108
C 0.6485 3.0802 1.5448 -0.9933 0.3222 -0.5021 -0.1973
H 3.8673 -0.0873 2.2260 0.8999 0.5385 -0.5598 0.0520
C 3.2890 1.3249 -0.4778 2.5555 -0.5150 -1.1153 -0.0588
N 5.1158 -0.2955 -0.8499 -1.6224 1.2718 1.0217 0.1447
H 0.6196 -1.6643 2.8962 0.8538 0.6187 -0.5529 0.1084
H 1.4115 -0.0325 2.7275 -0.0924 -1.3086 -0.3483 0.0941
N 2.0326 1.2666 0.3339 0.3356 1.1645 0.5305 0.0300
H 0.8438 -2.6829 -0.0018 -0.9180 0.8622 0.1767 0.1162
O -2.1930 0.4708 -1.6002 0.2353 -0.0837 0.1198 0.0285
H -1.8502 0.7291 -4.1636 -0.0496 0.0890 0.0906 0.1048
H 0.3565 2.3684 -0.6033 0.9040 -0.1201 0.9549 0.1493
H 1.4890 3.3262 2.2552 -0.7291 -0.4688 -0.7652 0.1411
N -6.4933 -2.9953 0.3139 -0.0704 -0.1548 0.0638 -0.4547
O -3.5553 -0.9978 -2.4077 0.2700 0.2480 0.2350 0.0964
C 4.7579 0.0991 1.5628 0.1272 0.1862 -0.3454 -0.0338
H -4.8955 -1.6511 0.3805 -0.1275 0.0517 -0.0851 0.0986
C -0.0053 -2.0618 0.4139 -0.9885 -0.8965 0.5202 -0.0586
H -3.2446 1.7235 -3.6194 0.1381 -0.0402 0.0324 0.1078
H -5.7629 -1.7420 -1.1893 0.0004 0.0366 0.1518 0.0901
O 0.9097 -0.1995 -1.3824 0.1292 1.7399 2.0939 0.1108
H 3.7645 2.3544 -0.4835 -0.9435 -0.9779 0.4159 0.1531
H 1.8490 3.3473 -0.2573 -0.6886 -1.1432 0.3269 0.1471
H 5.3976 0.9635 1.9098 -0.9609 -0.7812 -0.0748 0.0992
O -7.3747 -2.2898 0.7606 0.1033 -0.0751 -0.0478 0.0665
H 0.0143 0.1378 -1.5854 0.1880 -0.5094 -0.2589 0.0796
N -2.8781 -0.0004 -2.4964 -0.2797 -0.2290 -0.3674 -0.4219
H 5.8112 -0.8963 -0.3941 -0.1360 0.2717 -0.1879 0.0643
H -3.5240 0.1843 -4.4902 0.0531 -0.0178 0.1508 0.1044
H 3.1357 1.0626 -1.5658 -0.2927 0.1892 1.3544 0.1501
H 5.4131 -0.8210 1.6595 -0.8539 1.0587 -0.2830 0.0969
```
Positions in Å, forces in eV/Å.

---

Entry 2:
C17H26ClO20 | wB97M-V/def2-TZVPD

Values from the calculation:
ΔE to the lowest compared entry with this formula, charge and spin: 458.8 kJ/mol
E_tot: -2628.09902 hartree
F_max: 5.49 eV/A
net charge: -1

```
64
Properties=species:S:1:pos:R:3:forces:R:3:lowdin_charge:R:1
H 4.6375 3.3945 -3.1396 0.5041 -0.5525 0.1141 0.1246
O -7.6784 -3.2419 1.2739 1.5539 -0.1050 2.6562 0.0881
C 2.0936 -6.4895 5.1492 0.0224 -4.2688 -0.4306 -0.4715
O -8.2979 5.2311 -1.6231 -0.2765 -0.7624 1.9486 0.1486
H 2.9062 -3.6827 -3.2278 -0.1093 0.0708 0.0294 0.0792
H 1.9598 2.2469 -3.5788 -0.1825 0.0855 -0.4013 0.1320
O 4.7740 2.2718 -4.8907 0.8023 -1.2211 2.8782 0.0773
H 2.6890 -4.8597 2.5490 -0.0244 -0.5548 0.1715 0.1264
O 1.5955 -6.2296 3.8302 0.7545 -1.1343 1.1850 0.0076
H 3.3878 -3.7963 4.5977 0.2216 -0.3395 0.1343 0.1251
H -5.7745 2.5686 0.4033 -0.6959 0.0262 0.5079 0.1193
O 4.3659 2.6875 -7.0242 -1.5479 -0.2880 1.6390 0.1396
H 3.5919 6.0061 0.9039 0.9102 -0.0633 -0.5278 0.1228
H 3.5240 7.1882 2.0962 1.2138 0.4044 0.4709 0.1275
O 6.7150 4.5854 3.3173 -2.0162 0.5546 -1.2894 0.1358
H 6.1335 -4.0507 -1.3291 -0.2734 -0.8602 0.2158 0.0653
H 1.7706 -3.5241 5.0551 -0.3545 -0.5089 0.3618 0.1291
C 3.3321 5.2025 2.7967 0.3415 0.4834 1.8485 -0.1098
C 4.1497 2.5279 -3.5859 -1.2423 0.7424 -0.1153 -0.0568
C 5.6257 4.9391 2.9126 1.0760 0.8821 0.9736 -0.5449
O 0.7071 -0.1165 1.6225 -0.0413 -0.1588 0.9034 -0.3795
C 1.9626 -4.9066 3.3604 -0.8928 -0.1150 2.3588 -0.0945
H -5.1481 4.1192 0.9372 0.1814 0.1779 -0.4620 0.1259
O -9.8305 -2.6574 1.7571 1.7936 -1.3370 -0.7609 0.1418
O -7.0716 4.2614 0.2392 -0.5736 0.2280 -3.6432 0.0113
O 5.3861 5.9870 2.0600 -0.3144 0.5433 -0.3747 0.0616
H 2.5790 4.5478 2.3582 0.3398 -0.1020 0.1828 0.1443
C -8.9302 -3.0105 1.0233 -2.6324 2.2842 -0.6450 -0.5520
O -6.4865 4.1539 -2.0266 0.8200 -0.8264 0.6734 0.0665
O 2.5867 -5.3857 5.6562 -0.1674 0.9637 -0.3547 0.0765
C -7.4078 4.5662 -1.1765 -0.6300 1.5271 0.8606 -0.4826
C 5.2690 -3.7888 -1.9391 0.9889 1.5723 -0.6873 -0.1243
H -7.4494 -1.9801 -1.2043 -0.3581 0.5606 0.6819 0.1336
H -4.5216 4.4117 -1.4656 -0.2063 0.4412 0.0018 0.1232
H 3.5756 -4.9194 -1.5053 -0.5211 -0.5585 -0.3843 0.1019
H -4.9684 2.7998 -1.7589 -0.4360 -0.2863 0.3472 0.1288
C 2.6915 2.9759 -3.9268 1.9242 0.0011 0.4497 -0.1506
O 2.8066 3.1077 -5.2974 -0.4091 -0.2812 -3.7568 0.0185
H 4.9351 -2.8536 -1.4896 -0.7954 -0.1703 0.1740 0.0664
C -5.7803 3.6377 0.1912 0.2052 -0.6131 -0.9845 -0.1225
C 4.2337 -4.8286 -2.3694 0.7623 2.1097 1.0559 -0.2804
C -7.8342 -2.9611 -0.9257 2.3079 -0.9340 -1.6389 -0.1708
C 3.9585 6.2059 1.9108 0.0536 -0.5124 -2.2123 -0.1395
C 2.4342 -4.3137 4.7025 1.0113 1.4651 -0.3899 -0.1038
H 3.9970 1.6792 -2.9192 1.2339 -0.2474 -0.3343 0.1287
O -0.6559 1.1873 0.1816 0.5803 -0.0530 0.5621 -0.4209
O -1.5310 -0.7638 1.0234 -2.3303 -1.2474 2.5486 -0.3686
C -6.9714 -3.6383 0.1187 0.3371 -0.9901 -0.2639 -0.1024
O 4.4575 4.4964 3.3634 -0.9606 -1.1118 0.1918 0.0743
H -5.8948 -3.4692 0.1397 -0.2465 1.1260 0.2776 0.1401
O 0.1012 -0.9125 -0.4759 1.8413 -1.3152 -2.1146 -0.3889
H 2.9427 5.8777 3.5587 -0.6610 -1.1226 0.7368 0.1280
C 4.0003 2.6215 -5.8727 -0.8393 1.9163 -0.6611 -0.5393
O -9.0806 -2.9975 -0.3479 -1.5617 0.1245 0.2689 0.0595
H 2.5021 3.9743 -3.5326 -0.2846 -0.1941 0.2248 0.1262
C -5.3516 3.7205 -1.3190 1.6638 0.0526 0.7646 -0.1185
H 1.0428 -4.3784 3.1092 0.1177 -0.2474 -0.5095 0.1296
H -7.7700 -3.4739 -1.8854 -0.5600 -0.4490 0.0935 0.1315
O 3.5554 -4.3078 -3.5585 0.7586 -1.5006 1.0343 -0.0816
H 5.7292 -3.4192 -2.8554 0.1454 -0.1252 -0.2878 0.0674
Cl -0.3291 -0.1682 0.6358 -0.0070 2.7986 -1.9390 0.5574
O 2.1497 -7.6237 5.7041 -0.7231 4.8001 -2.5704 0.0758
H 4.8790 -5.7040 -2.4426 -0.9835 -0.5187 -1.1320 0.1064
H -6.9710 -4.7277 0.1555 -0.6083 -0.2657 -0.6561 0.1307
```
Positions in Å, forces in eV/Å.

---

Entry 3:
C5H14 | wB97M-V/def2-TZVPD

Values from the calculation:
ΔE to the lowest compared entry with this formula, charge and spin: 196.2 kJ/mol
E_tot: -198.81443 hartree
structure (SMILES): CCC.CC
F_max: 7.04 eV/A
net charge: 0

```
19
Properties=species:S:1:pos:R:3:forces:R:3:lowdin_charge:R:1
C 0.2384 -1.8484 1.0658 0.9305 -1.4090 0.1223 -0.1763
C -0.0813 1.5576 -2.0814 0.5964 3.5136 -2.2789 -0.1932
H -1.9487 0.5362 -2.0589 0.0751 0.2097 -0.2654 0.0636
C -1.2444 0.9060 -2.8253 1.7523 -3.5043 2.0452 -0.1828
H 1.1034 0.8955 2.8143 -0.6559 -0.1729 0.1518 0.0687
H -0.3658 -1.5665 3.1787 1.0105 1.1035 -0.6563 0.1042
H -0.3122 0.7556 1.8063 0.2740 -0.2447 -0.5695 0.0777
H 0.5464 0.8115 -1.6054 -0.3167 0.5131 1.0864 0.0442
H 1.3925 0.4001 1.3563 2.5191 -0.0472 -3.6579 -0.0026
H 0.9835 -1.3250 0.3220 -1.5263 -1.5302 1.2503 0.0863
H 0.3378 -3.0085 1.0755 -0.0033 1.9623 -0.3131 0.0833
H 1.4488 -1.7139 2.8790 -1.1640 1.0562 -0.1975 0.1018
H -0.7960 -1.6221 0.7822 0.2809 0.0282 -0.2655 0.0514
C 0.4840 -1.2341 2.5044 0.7242 -0.3912 -2.4933 -0.2633
H -0.9043 -0.0620 -3.3304 -0.4125 1.4335 0.2798 0.0886
C 0.6513 0.2801 2.0032 -2.3924 -0.3442 6.6087 -0.1337
H -0.4262 2.5899 -1.6806 0.2985 -2.2861 1.0781 0.0914
H 0.6621 2.1416 -2.7460 -0.8068 -1.5807 -0.0425 0.0727
H -1.7695 1.5063 -3.4598 -1.1836 1.6903 -1.8825 0.0178
```
Positions in Å, forces in eV/Å.

---

Entry 4:
ClO3S | wB97M-V/def2-TZVPD

Values from the calculation:
ΔE to the lowest compared entry with this formula, charge and spin: 161.3 kJ/mol
E_tot: -1084.12899 hartree
F_max: 3.39 eV/A
net charge: -1

```
5
Properties=species:S:1:pos:R:3:forces:R:3:lowdin_charge:R:1
O 0.8810 -0.4721 -0.7335 0.7075 0.0240 -0.0557 -0.2175
Cl 2.0840 2.5946 2.2948 -0.0823 -0.0673 -0.0506 -0.9681
S -0.5022 -0.6352 -0.5537 -3.3763 0.0370 -0.3043 0.7323
O -1.4431 0.1656 -1.3664 1.9754 -1.8570 1.9816 -0.2784
O -1.0197 -1.6529 0.3588 0.7757 1.8633 -1.5711 -0.2683
```
Positions in Å, forces in eV/Å.

---

HOMO, record by record: -12.62; -6.49; -10.73; -3.53 eV